1.
Entry from the Open Molecules 2025 dataset: the molecule C3H12O3Si2 at a distorted geometry (ωB97M-V with the def2-TZVPD basis set).

XYZ file:
```
20
Properties=species:S:1:pos:R:3:mulliken_charge:R:1
C -3.327 -0.248 0.529 -0.618
O -2.013 0.218 0.421 -0.122
Si -1.024 1.443 -0.058 0.249
Si 0.923 0.325 0.534 0.291
O 2.137 1.303 0.190 -0.228
C 3.489 0.927 -0.340 -0.552
O 1.013 -0.926 -0.490 -0.214
C 0.095 -2.006 -0.554 -0.480
H -3.694 0.236 1.423 0.246
H -3.163 -1.337 0.619 0.222
H -3.882 0.089 -0.272 0.303
H -0.971 1.718 -1.564 -0.137
H -1.677 2.609 0.450 -0.207
H 1.002 -0.191 1.916 -0.161
H 4.093 1.882 -0.286 0.222
H 3.413 0.466 -1.299 0.257
H 3.997 0.216 0.355 0.276
H -0.940 -1.640 -0.458 0.048
H 0.261 -2.567 0.300 0.320
H 0.268 -2.519 -1.415 0.286
```

Its net charge is 0. The orbital gap comes out at 0.3669 Eh. The HOMO energy is -0.333 Ha. The molar mass is 152.3 g mol⁻¹.

2.
Entry from the Open Molecules 2025 dataset: the molecule C10H13PSi at a distorted geometry (ωB97M-V with the def2-TZVPD basis set).

XYZ file:
```
25
Properties=species:S:1:pos:R:3:mulliken_charge:R:1
C 2.413 0.088 1.981 -1.163
Si 0.974 -0.956 1.203 0.518
C 1.809 -2.475 0.419 -1.317
C -0.189 -1.369 2.661 -1.076
C -0.076 -0.044 -0.091 0.178
P -1.004 -1.111 -1.423 -0.123
C -1.596 0.407 -2.077 0.256
C -2.541 0.913 -3.040 -0.503
C -2.641 2.203 -2.951 -0.443
C -1.701 2.689 -1.929 -0.577
C -1.080 1.566 -1.416 0.105
C -0.184 1.250 -0.381 -0.441
H 2.210 1.085 1.654 0.268
H 2.707 -0.072 3.059 0.321
H 3.371 -0.142 1.519 0.341
H 1.951 -2.503 -0.647 0.408
H 2.816 -2.438 0.685 0.381
H 1.232 -3.387 0.560 0.366
H 0.401 -1.683 3.520 0.341
H -0.762 -0.471 2.926 0.283
H -0.774 -2.310 2.574 0.340
H -2.981 0.212 -3.809 0.322
H -3.353 2.849 -3.460 0.408
H -1.344 3.722 -1.695 0.368
H 0.340 1.975 0.158 0.439
```

Its net charge is 0. The orbital gap (spin up / spin down) comes out at 0.2337 / 0.2337 Eh. The HOMO energy (spin up / spin down) is -0.292 / -0.292 Ha. The molar mass is 192.3 g mol⁻¹.

3.
Entry from the Open Molecules 2025 dataset: the molecule C6H8N2S at a distorted geometry (ωB97M-V with the def2-TZVPD basis set).

XYZ file:
```
17
Properties=species:S:1:pos:R:3:mulliken_charge:R:1
C -0.051 1.124 1.049 -0.415
C -1.972 -0.973 0.169 0.345
C 0.863 -0.108 1.263 -0.557
C 1.412 -0.843 0.049 -0.429
C 0.305 -1.498 -0.798 -0.399
C -0.793 2.469 -0.878 -0.441
N -0.314 1.793 0.066 0.095
N -0.924 -1.438 -0.105 -0.221
S -3.369 -0.534 0.719 -0.359
H 1.688 0.524 1.786 0.333
H 0.441 -0.727 2.007 0.417
H 2.053 -0.194 -0.665 0.242
H 2.134 -1.507 0.469 0.350
H 0.134 -1.063 -1.738 0.380
H 0.613 -2.650 -0.936 0.195
H -0.412 3.470 -1.199 0.245
H -1.808 2.155 -1.256 0.219
```

Its net charge is 0. The orbital gap comes out at 0.3060 Eh. The HOMO energy is -0.281 Ha. The molar mass is 140.2 g mol⁻¹.

4.
Entry from the Open Molecules 2025 dataset: the molecule C22H19N5O3S at a distorted geometry (ωB97M-V with the def2-TZVPD basis set).

XYZ file:
```
50
Properties=species:S:1:pos:R:3:mulliken_charge:R:1
C 0.355 4.417 -0.992 -0.827
O 1.084 3.312 -1.479 -0.450
C 0.474 2.102 -1.535 0.555
C -0.830 1.844 -1.124 -0.445
C -1.349 0.566 -1.219 -0.385
C -0.581 -0.466 -1.737 0.015
N -1.118 -1.782 -1.797 0.340
C -2.430 -2.055 -2.144 0.355
O -3.209 -1.263 -2.597 -0.606
C -2.690 -3.522 -1.862 -0.772
C -1.330 -4.104 -1.524 0.375
S -1.297 -5.164 -0.038 -0.330
C -1.099 -3.904 1.190 0.835
N -0.660 -4.322 2.407 -0.484
N -1.391 -2.733 0.812 0.085
N -1.232 -1.547 1.369 -0.835
C -0.075 -1.005 1.418 -0.992
C 0.060 0.393 1.761 1.286
C -1.017 1.087 2.284 -0.676
C -0.895 2.454 2.542 -0.554
N 0.193 3.142 2.321 -0.636
C 1.271 2.500 1.827 0.080
C 2.432 3.266 1.589 -0.191
C 3.546 2.687 1.054 -0.473
C 3.544 1.321 0.737 -0.839
C 2.437 0.550 0.964 -0.553
C 1.269 1.109 1.519 0.657
C -0.415 -2.891 -1.363 -0.339
O 0.741 -2.907 -1.030 -0.589
C 0.719 -0.216 -2.159 -0.143
C 1.240 1.055 -2.052 -0.698
H 0.057 4.276 0.051 0.276
H -0.530 4.611 -1.606 0.359
H 1.034 5.264 -1.059 0.230
H -1.448 2.626 -0.713 0.378
H -2.355 0.372 -0.884 0.376
H -3.372 -3.578 -1.011 0.286
H -3.176 -3.999 -2.713 0.406
H -0.934 -4.742 -2.318 0.485
H -0.698 -5.305 2.614 0.197
H -0.756 -3.686 3.183 0.225
H 0.813 -1.565 1.126 0.496
H -1.943 0.568 2.470 0.476
H -1.733 3.015 2.938 0.395
H 2.399 4.315 1.838 0.482
H 4.432 3.275 0.866 0.389
H 4.429 0.876 0.306 0.452
H 2.461 -0.495 0.698 0.372
H 1.322 -1.016 -2.558 0.449
H 2.249 1.267 -2.367 0.506
```

Its net charge is 0. The orbital gap comes out at 0.2871 Eh. The HOMO energy is -0.297 Ha. The molar mass is 433.5 g mol⁻¹.

5.
Entry from the Open Molecules 2025 dataset: a structure of composition C30H42N2O2P2Zn at a distorted geometry (ωB97M-V with the def2-TZVPD basis set).

XYZ file:
```
79
Properties=species:S:1:pos:R:3:mulliken_charge:R:1
P 0.250 -2.170 -4.378 1.745
P 0.207 1.177 -3.386 1.144
C 0.740 -0.720 -5.446 -1.564
C 1.260 0.485 -4.667 -1.010
H -0.104 -0.462 -6.100 0.438
H 1.578 -1.029 -6.090 0.586
H 2.206 0.234 -4.164 0.387
H 1.477 1.317 -5.359 0.620
C -0.357 2.761 -4.088 -1.689
H -0.610 3.394 -3.234 0.443
H -1.261 2.638 -4.705 0.413
H 0.437 3.203 -4.700 0.513
C 1.281 1.603 -1.987 -1.250
H 1.687 2.612 -2.200 0.408
H 2.147 0.904 -1.925 0.387
H 0.722 1.657 -1.036 0.231
C -0.669 -3.211 -5.601 -1.730
H -1.053 -4.128 -5.112 0.417
H 0.025 -3.484 -6.412 0.564
H -1.535 -2.644 -5.988 0.291
C 1.833 -3.075 -4.317 -1.423
H 2.657 -2.348 -4.256 0.364
H 1.892 -3.677 -5.241 0.389
H 1.881 -3.740 -3.445 0.420
Zn 2.089 0.100 0.365 0.267
C -1.562 0.242 -3.389 -0.070
C -2.143 -0.770 -4.263 -1.195
C -3.408 -1.377 -3.710 -1.144
C -3.195 -2.685 -2.820 -0.888
C -1.945 -3.358 -2.995 -1.268
C -0.650 -2.726 -2.802 -0.381
C -0.550 -1.568 -1.746 -0.955
C -1.503 -0.361 -1.959 -1.594
C 2.633 -1.649 1.093 -0.975
H -2.192 1.144 -3.377 0.935
H -2.183 -0.567 -5.349 0.496
H -4.130 -1.608 -4.502 0.387
H -3.924 -0.684 -3.020 0.291
H -3.343 -2.470 -1.753 0.336
H -3.987 -3.409 -3.042 0.429
H -1.919 -4.431 -3.200 0.492
H 0.070 -3.540 -2.540 0.970
H 0.502 -1.222 -1.697 0.136
H -0.728 -2.015 -0.749 0.567
H -2.490 -0.646 -1.611 0.694
H -1.190 0.447 -1.282 0.702
H 3.400 -2.166 0.513 0.423
H 1.731 -2.271 1.152 0.247
H 2.987 -1.472 2.127 0.228
O 1.468 3.253 1.247 -0.700
C 1.166 2.439 2.098 0.450
N 0.599 2.685 3.360 0.008
C 0.492 1.497 4.156 3.194
C 0.774 0.423 3.091 0.175
O 0.571 -0.780 3.257 -0.674
N 1.265 1.049 1.984 -0.750
C 1.572 1.500 5.255 -0.689
C 2.389 0.393 5.493 0.212
C 3.355 0.440 6.510 -0.932
C 3.506 1.588 7.285 -0.383
C 2.640 2.667 7.089 -0.879
C 1.676 2.630 6.078 -0.355
C -0.894 1.348 4.771 -0.659
C -1.093 0.748 6.019 -0.208
C -2.283 1.008 6.703 -0.671
C -3.289 1.762 6.086 -0.450
C -3.148 2.170 4.755 -0.695
C -1.961 1.908 4.070 -0.434
H 0.621 3.634 3.712 0.243
H 2.247 -0.518 4.904 0.512
H 3.973 -0.437 6.690 0.414
H 4.291 1.648 8.033 0.392
H 2.699 3.550 7.727 0.366
H 0.971 3.464 5.942 0.316
H -0.306 0.131 6.464 0.471
H -2.401 0.640 7.718 0.392
H -4.189 2.019 6.638 0.380
H -3.938 2.715 4.240 0.375
H -1.833 2.191 3.020 0.352
```

Its net charge is 0. The orbital gap (spin up / spin down) comes out at 0.1436 / 0.1418 Eh. The HOMO energy (spin up / spin down) is -0.178 / -0.176 Ha. The molar mass is 590.0 g mol⁻¹.

6.
Entry from the Open Molecules 2025 dataset: a structure of composition C39H47BBrCsN8O2 at a distorted geometry (ωB97M-V with the def2-TZVPD basis set).

XYZ file:
```
99
Properties=species:S:1:pos:R:3:mulliken_charge:R:1
Cs 0.003 0.118 0.608 1.009
C 4.056 -1.658 3.277 -1.577
C 3.057 -0.509 3.461 1.613
C 2.864 -0.261 4.958 -1.493
C 3.474 0.706 2.749 -0.412
C 4.681 1.402 2.945 -1.325
C 4.604 2.400 1.993 -0.736
N 3.565 2.211 1.196 0.181
N 2.842 1.176 1.676 0.521
B 3.145 2.953 -0.057 -0.479
N 3.060 1.934 -1.235 1.110
C 3.359 0.564 -1.293 -0.733
C 3.228 0.126 -2.584 -0.738
C 2.703 1.301 -3.290 -0.047
N 2.621 2.287 -2.439 -0.961
C 2.288 1.428 -4.708 1.247
C 1.201 2.447 -5.041 -1.260
C 1.884 0.034 -5.185 -1.408
N 1.800 3.635 0.247 1.044
C 1.095 3.541 1.423 -1.034
C 0.031 4.372 1.356 -0.735
C 0.076 4.936 0.025 0.177
N 1.142 4.441 -0.661 -0.996
C -0.821 5.912 -0.601 0.792
C -1.570 6.744 0.461 -1.323
C -1.913 5.205 -1.498 -1.278
H 3.741 -2.600 3.756 0.367
H 5.022 -1.386 3.670 0.392
H 4.277 -1.867 2.237 0.360
H 2.051 -0.833 3.163 -0.131
H 3.597 0.462 5.344 0.332
H 2.792 -1.239 5.466 0.369
H 1.859 0.211 5.057 0.332
H 5.432 1.322 3.639 0.641
H 5.240 3.239 1.749 0.460
H 3.960 3.805 -0.306 -0.151
H 3.676 -0.008 -0.419 0.492
H 3.366 -0.865 -3.036 0.268
H 3.115 1.781 -5.331 0.032
H 1.131 3.134 -4.243 0.410
H 0.166 2.013 -5.181 0.235
H 1.442 2.978 -5.939 0.333
H 1.018 -0.360 -4.607 0.200
H 2.711 -0.695 -5.125 0.294
H 1.533 0.040 -6.241 0.424
H 1.456 2.823 2.162 0.759
H -0.661 4.636 2.150 0.325
H -0.139 6.370 -1.309 0.354
H -1.878 6.016 1.231 0.130
H -2.416 7.312 0.127 0.389
H -0.841 7.486 0.816 0.300
H -2.545 4.464 -0.968 0.274
H -1.354 4.499 -2.123 0.349
H -2.553 5.885 -2.042 0.283
O -3.627 -4.420 3.048 -0.522
C -2.631 -4.302 3.970 1.291
C -2.918 -4.905 5.230 -0.786
C -1.930 -4.802 6.211 -0.535
C -0.668 -4.259 5.885 -0.698
C -0.455 -3.619 4.695 -0.123
C -1.460 -3.623 3.716 -0.553
C -1.302 -2.762 2.517 -0.161
O -0.546 -1.693 2.677 -0.777
N -0.724 -3.617 1.372 0.120
N -0.793 -3.156 0.176 -0.413
C -0.228 -3.923 -0.778 -0.378
C -0.475 -3.609 -2.184 0.334
Br -1.115 -1.790 -2.589 -0.274
C -0.379 -4.476 -3.241 -0.905
C -0.503 -5.906 -3.299 0.721
C -0.076 -6.651 -4.467 -0.589
C -0.417 -7.967 -4.586 -0.346
C -1.324 -8.508 -3.649 -0.493
C -1.481 -7.951 -2.414 -0.432
C -0.996 -6.662 -2.187 -0.475
H -4.499 -4.588 3.438 0.313
H -3.898 -5.349 5.408 0.269
H -1.982 -5.155 7.213 0.363
H 0.110 -4.189 6.592 0.411
H 0.485 -3.095 4.524 0.322
H -2.246 -2.529 1.945 0.312
H -0.098 -4.391 1.594 0.343
H 0.265 -4.843 -0.410 0.440
H -0.431 -4.019 -4.245 0.263
H 0.523 -6.121 -5.176 0.410
H -0.061 -8.576 -5.428 0.334
H -1.758 -9.492 -3.773 0.320
H -1.927 -8.524 -1.544 0.294
H -1.185 -6.188 -1.258 0.547
C -6.272 5.542 -2.029 -0.523
C -5.439 4.802 -1.132 -0.751
C -4.923 5.669 -0.170 -0.276
C -5.515 6.939 -0.409 -0.776
C -6.315 6.857 -1.554 -0.562
H -6.800 5.077 -2.858 0.404
H -5.254 3.712 -1.163 0.277
H -4.254 5.499 0.682 0.464
H -5.318 7.797 0.185 0.436
H -6.833 7.699 -2.019 0.384
```

Its net charge is -2. The orbital gap (spin up / spin down) comes out at 0.1474 / 0.1474 Eh. The HOMO energy (spin up / spin down) is -0.032 / -0.032 Ha. The molar mass is 883.5 g mol⁻¹.

7.
Entry from the Open Molecules 2025 dataset: the molecule C4H7NO (ωB97M-V with the def2-TZVPD basis set).

XYZ file:
```
13
Properties=species:S:1:pos:R:3:mulliken_charge:R:1
C -2.152 -0.559 0.753 -0.939
C -0.740 -0.588 0.275 0.116
N -0.118 0.502 0.095 -0.434
C 1.019 0.434 -0.794 -0.459
C 2.314 0.826 -0.131 0.067
O 3.326 0.176 -0.233 -0.461
H -2.340 -1.071 1.698 0.293
H -2.746 -1.052 -0.027 0.262
H -2.452 0.489 0.814 0.266
H -0.325 -1.554 -0.059 0.307
H 1.145 -0.545 -1.278 0.361
H 0.791 1.178 -1.570 0.275
H 2.278 1.764 0.458 0.346
```

Its net charge is 0. The orbital gap comes out at 0.3911 Eh. The HOMO energy is -0.353 Ha. The molar mass is 85.1 g mol⁻¹.

8.
Entry from the Open Molecules 2025 dataset: a cluster of 2 separate species, C28H34N3O2 in total at a distorted geometry (ωB97M-V with the def2-TZVPD basis set).

XYZ file:
```
67
Properties=species:S:1:pos:R:3:mulliken_charge:R:1
C -4.207 -1.092 -0.136 -1.098
C -2.678 -1.061 -0.153 -0.592
N -2.115 0.344 -0.158 0.360
C -2.658 1.048 1.068 -0.684
C -4.184 1.072 1.122 -1.074
C -4.767 0.353 -0.120 0.243
C -4.224 1.076 -1.378 -1.062
C -2.698 1.050 -1.371 -0.761
H -4.571 -1.623 -1.022 0.420
H -4.551 -1.640 0.747 0.353
H -2.263 -1.575 0.728 0.376
H -2.274 -1.575 -1.037 0.227
H -2.236 0.538 1.946 0.216
H -2.242 2.067 1.065 0.465
H -4.524 0.574 2.037 0.404
H -4.531 2.111 1.155 0.353
H -5.864 0.354 -0.102 0.380
H -4.596 0.581 -2.283 0.397
H -4.575 2.115 -1.398 0.344
H -2.288 2.071 -1.377 0.526
H -2.308 0.536 -2.262 0.326
C -0.084 -3.911 -5.414 -0.905
O -0.065 -2.834 -4.453 -0.443
C 0.487 -3.038 -3.229 0.299
C 0.462 -1.916 -2.353 0.153
C 0.950 -2.062 -1.078 0.482
C 1.506 -3.304 -0.678 -0.229
C 1.546 -4.415 -1.514 -1.178
C 1.035 -4.285 -2.806 -0.780
N 1.975 -3.159 0.627 0.138
C 2.634 -4.203 1.391 -0.935
C 1.742 -1.883 1.066 -0.848
C 1.063 -1.149 0.060 1.379
C 0.588 0.175 0.110 0.295
C 0.889 1.013 1.221 -0.210
C 0.678 0.652 2.563 -1.601
N 1.124 1.648 3.387 0.267
C 1.076 1.601 4.836 -0.941
C 1.667 2.679 2.629 0.000
C 1.565 2.321 1.256 0.072
C 2.219 3.102 0.312 0.628
C 2.913 4.267 0.755 0.296
O 3.578 5.118 -0.073 -0.460
C 3.630 4.854 -1.487 -0.750
C 2.959 4.615 2.135 -0.905
C 2.344 3.809 3.078 -1.030
H -0.546 -3.466 -6.296 0.254
H 0.932 -4.255 -5.653 0.365
H -0.692 -4.754 -5.054 0.363
H 0.057 -0.964 -2.689 0.479
H 1.967 -5.354 -1.161 0.228
H 1.057 -5.129 -3.498 0.438
H 2.654 -5.118 0.793 0.298
H 3.664 -3.913 1.642 0.343
H 2.101 -4.400 2.331 0.336
H 2.060 -1.553 2.047 0.759
H 0.092 0.590 -0.762 0.381
H 0.262 -0.275 2.946 0.788
H 1.537 2.506 5.242 0.292
H 0.036 1.541 5.184 0.319
H 1.613 0.718 5.205 0.325
H 2.207 2.814 -0.741 0.546
H 4.174 5.707 -1.895 0.240
H 4.178 3.924 -1.690 0.314
H 2.620 4.804 -1.918 0.304
H 3.507 5.511 2.418 0.448
H 2.394 4.049 4.137 0.268
```

Its net charge is +1. The orbital gap comes out at 0.2304 Eh. The HOMO energy is -0.378 Ha. The molar mass is 444.6 g mol⁻¹.

9.
Entry from the Open Molecules 2025 dataset: a cluster of 2 separate species, C3H8O3 in total at a distorted geometry (ωB97M-V with the def2-TZVPD basis set).

XYZ file:
```
14
Properties=species:S:1:pos:R:3:mulliken_charge:R:1
C -0.659 0.310 0.654 -0.916
C -0.513 -0.104 -0.866 -0.296
O -1.275 0.734 -1.744 -0.284
C -0.671 1.689 -2.442 0.340
O -1.341 2.534 -3.097 -0.524
H -1.749 0.348 0.820 0.294
H -0.235 1.304 0.875 0.275
H -0.222 -0.423 1.353 0.277
H 0.540 -0.032 -1.198 0.326
H -0.872 -1.124 -1.101 0.249
H 0.428 1.553 -2.463 0.259
O 2.130 -2.184 2.681 -0.639
H 1.731 -1.725 3.455 0.323
H 2.707 -2.877 3.074 0.316
```

Its net charge is 0. The orbital gap comes out at 0.4051 Eh. The HOMO energy is -0.384 Ha. The molar mass is 92.1 g mol⁻¹.

10.
Entry from the Open Molecules 2025 dataset: a structure of composition C2H2EuFO at a distorted geometry (ωB97M-V with the def2-TZVPD basis set).

XYZ file:
```
7
Properties=species:S:1:pos:R:3:mulliken_spin:R:1
C 0.903 0.639 0.149 -0.028
C -0.146 0.129 0.773 0.071
O 1.223 0.604 -1.151 -0.002
H -0.205 0.453 1.819 -0.017
H 1.965 1.286 -1.270 0.001
Eu -1.851 -1.508 -0.178 7.975
F 1.772 1.672 0.646 0.000
```

Its net charge is 0. The orbital gap (spin up / spin down) comes out at 0.2036 / 0.2924 Eh. The expectation value of S² is 20.0091. The HOMO energy (spin up / spin down) is -0.201 / -0.300 Ha. The molar mass is 213.0 g mol⁻¹. Its multiplicity is 9.